# C11H34N7O4P

A 4-piece molecular cluster, C11H34N7O4P overall (ωB97M-V/def2-TZVPD, the Open Molecules 2025 dataset).

Its SMILES is CCC[PH2](COCC)NCC.NC(N)=O.NC(N)=O.NC(N)=O. Its molecular weight is 359.412 g mol⁻¹. As for the net charge: 0. The total energy comes out at -1465.16022 a.u.

Element x y z (Å)
C -2.458 2.861 0.454
C -2.918 2.804 -1.004
C -3.382 1.418 -1.467
P -1.971 0.306 -1.864
C -2.226 -0.792 -0.320
O -1.190 -1.750 -0.299
C -0.591 -1.960 0.970
C 0.245 -0.767 1.449
N -1.526 1.229 -3.365
C -0.093 1.510 -3.500
C 0.319 2.733 -2.701
H -3.306 3.002 1.121
H -1.930 1.960 0.754
H -1.776 3.695 0.605
H -3.754 3.490 -1.138
H -2.127 3.163 -1.654
H -3.958 1.532 -2.381
H -3.994 0.948 -0.698
H -0.656 0.538 -1.386
H -2.202 -0.864 -2.634
H -3.201 -1.288 -0.426
H -2.263 -0.212 0.605
H -1.349 -2.217 1.713
H 0.044 -2.834 0.849
H 1.295 -1.031 1.542
H 0.168 0.055 0.738
H -0.109 -0.390 2.406
H -1.802 0.651 -4.149
H 0.517 0.650 -3.185
H 0.136 1.675 -4.553
H -0.267 3.586 -3.045
H 0.121 2.599 -1.641
H 1.375 2.953 -2.828
N 4.352 2.405 -0.268
C 3.099 1.903 -0.038
N 3.050 0.549 0.094
O 2.111 2.616 0.042
H 5.172 1.828 -0.266
H 4.440 3.399 -0.361
H 2.157 0.137 0.287
H 3.869 -0.032 0.014
N 5.852 -2.288 2.378
C 6.256 -1.617 1.263
N 7.353 -2.120 0.627
O 5.670 -0.621 0.862
H 6.314 -3.103 2.731
H 5.054 -1.927 2.867
H 7.668 -1.642 -0.195
H 7.850 -2.932 0.941
N -4.115 -3.216 1.374
C -3.976 -3.346 2.728
N -5.118 -3.148 3.459
O -2.909 -3.613 3.251
H -4.979 -2.981 0.926
H -3.293 -3.344 0.812
H -5.043 -3.233 4.455
H -6.005 -2.927 3.051